(1)
The following is a quantum chemistry calculation of a molecular structure, C24H25AsF6NO7PPdS2Te, from OMol25.

Structure (XYZ):
```
69
Properties=species:S:1:pos:R:3:nbo_charge:R:1
Pd -0.5609 1.2730 -0.2160 -0.045
F 2.4707 2.4093 -1.4816 -0.295
C 2.7117 1.1806 -1.9094 0.731
F 1.8931 0.9000 -2.9207 -0.308
F 3.9681 1.1601 -2.3969 -0.335
S 2.5673 -0.1398 -0.5740 2.241
O 1.6330 -1.0995 -1.0897 -0.931
O 3.9220 -0.5803 -0.3644 -0.951
N 2.0175 0.7794 0.5899 -1.245
S 1.6731 0.2455 2.0342 2.276
O 1.0762 1.2976 2.8000 -0.933
O 1.1301 -1.0816 2.0923 -0.941
C 3.3135 0.0687 2.8796 0.703
F 3.0989 -0.1811 4.1853 -0.334
F 4.0518 -0.9319 2.4022 -0.316
F 4.0301 1.1959 2.7968 -0.325
C -6.6431 1.0803 -0.6098 -0.237
C -5.7925 2.1286 -0.2847 -0.208
C -4.5317 1.8733 0.2364 -0.245
C -4.1115 0.5618 0.4634 -0.229
C -4.9584 -0.4843 0.1101 -0.259
C -6.2179 -0.2273 -0.4193 -0.234
As -2.2804 0.3307 1.1473 0.899
C -2.6737 0.5058 3.0767 -0.216
C -1.7771 -0.0709 3.9751 -0.238
C -1.9525 0.0756 5.3427 -0.212
C -3.0210 0.8146 5.8362 -0.243
C -3.9054 1.4099 4.9483 -0.225
C -3.7299 1.2594 3.5774 -0.251
C -2.2141 -1.6441 1.1444 -0.231
C -3.0086 -2.4588 1.9492 -0.249
C -2.8883 -3.8404 1.8974 -0.243
C -1.9636 -4.4259 1.0396 -0.233
C -1.1624 -3.6224 0.2419 -0.207
C -1.2868 -2.2392 0.2966 -0.228
H -7.6234 1.2800 -1.0281 0.190
H -6.0970 3.1538 -0.4595 0.203
H -3.8541 2.6988 0.4452 0.274
H -4.6424 -1.5114 0.2407 0.215
H -6.8641 -1.0556 -0.6889 0.191
H -0.9290 -0.6345 3.5993 0.236
H -1.2431 -0.3801 6.0237 0.198
H -3.1555 0.9348 6.9053 0.191
H -4.7350 2.0009 5.3201 0.195
H -4.4260 1.7367 2.8997 0.222
H -3.7284 -2.0102 2.6252 0.212
H -3.5120 -4.4609 2.5315 0.193
H -1.8602 -5.5048 1.0063 0.191
H -0.4189 -4.0641 -0.4106 0.206
H -0.6315 -1.6085 -0.2976 0.256
C 1.9065 4.3491 1.8755 -0.620
C 0.4035 4.4573 1.7574 -0.060
O 0.0750 4.3270 0.3678 -0.857
P -1.4794 4.3903 -0.0860 2.038
O -2.4115 4.1956 1.0502 -1.158
Te -1.5278 3.0344 -2.0415 -0.635
O -1.6402 5.9611 -0.5267 -0.844
C -0.7675 6.5124 -1.5051 -0.070
C -1.5900 7.1467 -2.6076 -0.626
H 2.2051 4.3991 2.9255 0.196
H 2.3966 5.1572 1.3274 0.186
H 2.2407 3.3961 1.4691 0.238
H 0.0408 5.4213 2.1314 0.155
H -0.0928 3.6612 2.3144 0.211
H -0.1235 5.7340 -1.9222 0.205
H -0.1303 7.2526 -1.0094 0.155
H -2.1702 6.3738 -3.1128 0.227
H -0.9411 7.6361 -3.3389 0.188
H -2.2783 7.8875 -2.1952 0.194
```

## Properties
- lowest unoccupied orbital energy (eV) = 4.3649
- gap between HOMO and LUMO (eV) = 5.18
- E (Ha) = -5879.7586
- net charge = -2

---

(2)
The following is a quantum chemistry calculation of a molecular structure, C45H42AsN3O3PPtSe3Te at a distorted geometry, from OMol25.

Structure (XYZ):
```
100
Properties=species:S:1:pos:R:3:lowdin_charge:R:1
Pt -2.1668 1.7926 -0.9896 0.743
C 0.0726 -4.3070 5.0402 -0.073
O -0.0948 -2.9439 4.6845 -0.086
C -1.3247 -2.3987 4.8560 -0.282
C -1.4112 -1.0201 4.6305 0.006
C -2.6136 -0.3685 4.7238 -0.017
C -3.7673 -1.0804 5.0632 -0.292
C -3.6633 -2.4301 5.3624 -0.015
C -2.4565 -3.1048 5.2389 -0.007
N -5.0669 -0.5265 5.1999 0.071
N -5.4469 0.5227 4.6662 0.077
C -4.9622 1.0664 3.4554 -0.226
C -5.0547 2.4364 3.3273 0.007
C -4.4636 3.1355 2.2661 0.026
C -3.7670 2.4596 1.2857 -0.346
O -3.1015 3.0841 0.3267 -0.272
C -3.8132 1.0350 1.3117 -0.156
N -3.2471 0.4031 0.2444 -0.103
C -3.3121 -0.9060 0.1467 -0.133
C -4.0042 -1.6827 1.0857 -0.007
C -4.5709 -1.0728 2.1730 0.031
C -4.4408 0.3215 2.3499 -0.088
H 1.1327 -4.5196 4.9298 0.095
H -0.5007 -4.9628 4.3791 0.094
H -0.2273 -4.4836 6.0752 0.100
H -0.5123 -0.4790 4.3950 0.109
H -2.6528 0.7024 4.5733 0.122
H -4.5563 -2.9581 5.6692 0.120
H -2.4150 -4.1625 5.4516 0.107
H -5.5507 2.9772 4.1223 0.124
H -4.5200 4.2136 2.2088 0.128
H -2.8399 -1.3571 -0.7135 0.095
H -4.1000 -2.7470 0.9282 0.118
H -5.1351 -1.6547 2.8882 0.125
Se -1.3284 3.7740 -2.1447 0.174
Se -1.8513 3.3712 -4.3247 -0.081
Te -4.3458 3.0954 -4.1122 0.425
Se -4.4681 1.5367 -2.2572 0.030
C 1.2929 1.8803 -1.3217 -0.435
C 2.6911 1.5096 -0.8545 -0.407
As 4.1614 2.1428 -2.0522 1.329
C 3.3539 1.7559 -3.7991 -0.408
C 3.7721 0.7353 -4.6480 -0.102
C 3.2065 0.5885 -5.9088 -0.084
C 2.2206 1.4623 -6.3402 -0.096
C 1.8122 2.4997 -5.5127 -0.096
C 2.3846 2.6506 -4.2593 -0.146
C 5.2975 0.5737 -1.8124 -0.426
C 6.6392 0.7909 -1.5183 -0.123
C 7.5021 -0.2783 -1.3132 -0.078
C 7.0279 -1.5764 -1.3987 -0.079
C 5.6885 -1.8058 -1.6870 -0.080
C 4.8314 -0.7380 -1.8933 -0.139
P -0.0401 1.1244 -0.3284 0.912
C 0.3598 1.6438 1.3585 -0.346
C -0.2178 2.8173 1.8424 -0.079
C 0.1825 3.3335 3.0662 -0.055
C 1.1608 2.6863 3.8064 -0.061
C 1.7355 1.5161 3.3296 -0.066
C 1.3363 0.9909 2.1112 -0.099
C 0.2501 -0.6547 -0.3979 -0.340
C -0.2203 -1.4700 0.6321 -0.096
C -0.0816 -2.8463 0.5499 -0.051
C 0.5242 -3.4178 -0.5606 -0.056
C 1.0007 -2.6110 -1.5861 -0.069
C 0.8539 -1.2352 -1.5135 -0.107
H 1.1167 1.5802 -2.3581 0.047
H 1.1266 2.9565 -1.2730 0.031
H 2.7973 0.4316 -0.7349 0.042
H 2.8963 1.9622 0.1169 0.060
H 4.5565 0.0580 -4.3361 0.091
H 3.5526 -0.2016 -6.5617 0.107
H 1.7895 1.3521 -7.3262 0.108
H 1.0632 3.2039 -5.8512 0.091
H 2.0876 3.4917 -3.6402 0.097
H 7.0135 1.8056 -1.4488 0.092
H 8.5434 -0.0950 -1.0857 0.107
H 7.6987 -2.4104 -1.2438 0.107
H 5.3136 -2.8192 -1.7516 0.103
H 3.7912 -0.9344 -2.1300 0.084
H -0.9795 3.3263 1.2628 0.082
H -0.2616 4.2480 3.4347 0.113
H 1.4759 3.0920 4.7580 0.112
H 2.4976 1.0102 3.9070 0.114
H 1.7920 0.0789 1.7472 0.111
H -0.6806 -1.0256 1.5061 0.105
H -0.4395 -3.4689 1.3590 0.111
H 0.6286 -4.4918 -0.6286 0.113
H 1.4879 -3.0564 -2.4434 0.115
H 1.2250 -0.6153 -2.3203 0.096
C -0.2404 -0.6433 -4.6764 0.009
C -1.3065 -0.5024 -3.6351 -0.470
C -2.1681 -1.6973 -3.3551 0.007
O -1.4742 0.5634 -3.0649 -0.169
H 0.1770 -1.6495 -4.6807 0.096
H 0.5413 0.1024 -4.5405 0.067
H -0.6988 -0.4730 -5.6545 0.113
H -1.5843 -2.4221 -2.7826 0.088
H -2.4675 -2.1792 -4.2857 0.103
H -3.0497 -1.4076 -2.7898 0.056
```

## Properties
- ΔE to the lowest compared entry with this formula, charge and spin (kcal per mole) = 0.00
- lowest unoccupied orbital energy (spin up / spin down) (eV) = -4.9710 / -4.9915
- gap between HOMO and LUMO (spin up / spin down) (eV) = 4.65 / 4.63
- E (Ha) = -12298.5093
- net charge = +1